Record 1
The following is a quantum chemistry calculation of a molecular structure, C31H27GeI2N3O2V in a non-equilibrium geometry, from the Open Molecules 2025 dataset.

XYZ file:
```
67
Properties=species:S:1:pos:R:3:forces:R:3
V 0.12843 -1.58852 0.28822 0.7 0.0 -0.6
I 0.21597 -1.39823 5.29987 0.1 0.0 0.0
C 1.76627 -1.51707 3.93113 -0.3 0.1 0.3
C 3.11507 -1.56336 4.36204 -0.1 0.0 0.1
C 4.14667 -1.62268 3.46955 0.2 0.0 0.1
I 6.09855 -1.67349 4.18495 0.0 0.0 0.0
C 3.88098 -1.66468 2.07190 0.0 0.0 -0.2
C 4.83628 -1.75586 1.03977 0.1 0.0 0.0
C 4.43729 -1.85904 -0.27350 0.1 0.0 0.0
C 3.08513 -1.84904 -0.58614 -0.3 0.0 0.3
N 2.13869 -1.71303 0.35231 0.9 -0.4 0.2
C 2.53923 -1.63176 1.67629 -0.1 0.0 -0.6
C 1.48934 -1.53423 2.59884 -0.2 0.0 -0.3
O 0.22882 -1.49844 2.04029 0.5 -0.2 0.8
H 3.32349 -1.55235 5.42268 0.0 0.0 0.0
H 5.89117 -1.75344 1.29149 -0.1 0.0 0.0
H 5.15965 -1.94906 -1.07278 0.0 0.0 0.0
H 2.75916 -1.93033 -1.61482 0.0 0.0 0.0
N -1.76927 -1.70167 0.18836 -1.5 -0.1 0.0
C -2.92634 -1.52210 0.29541 0.4 -0.1 0.0
N -4.17320 -1.33095 0.41839 -0.2 0.1 -0.2
C -5.02479 -1.03557 -0.77940 0.0 -0.1 0.1
C -6.35785 -1.73693 -0.59599 0.0 0.0 0.2
O -6.93854 -1.38944 0.64373 0.1 0.0 0.0
C -6.16689 -1.84734 1.73389 0.0 0.0 -0.2
C -4.81152 -1.16530 1.75973 0.0 0.0 0.0
H -4.51576 -1.39106 -1.67260 0.1 0.0 0.0
H -5.15843 0.04276 -0.83995 0.0 0.1 0.1
H -6.22902 -2.82237 -0.67088 0.0 0.0 0.0
H -7.03738 -1.40866 -1.37786 -0.1 0.0 0.0
H -6.04275 -2.93514 1.68940 0.0 0.0 0.0
H -6.70438 -1.59116 2.64256 -0.1 0.0 0.0
H -4.16792 -1.60884 2.51681 0.1 0.0 0.0
H -4.92234 -0.09914 1.94974 0.0 0.1 -0.1
C -0.21855 1.59229 2.12997 0.0 -0.2 0.1
Ge 0.13269 0.97338 0.32933 -0.1 0.8 -0.1
C -1.24813 1.59130 -0.90571 -0.1 -0.2 -0.1
C -1.62569 2.92829 -0.77841 0.0 0.0 0.0
C -2.56208 3.48172 -1.64493 0.0 0.0 0.0
C -3.13980 2.70379 -2.63788 0.0 0.0 0.0
C -2.77700 1.36961 -2.77270 0.0 0.0 0.0
C -1.83702 0.81963 -1.91115 0.0 0.2 0.0
C 1.93333 1.38762 -0.23719 0.0 -0.1 -0.1
C 2.72938 2.10103 0.62253 0.1 0.1 0.0
C 4.01520 2.53936 0.22382 0.0 0.0 0.2
C 4.48230 2.23560 -1.01834 0.1 0.0 -0.1
C 3.70314 1.47317 -1.92645 -0.1 -0.1 0.0
C 4.19260 1.12606 -3.21101 0.1 0.1 0.1
C 3.45097 0.36415 -4.06529 -0.1 -0.1 -0.1
C 2.17257 -0.09406 -3.67489 0.1 0.0 -0.1
C 1.67864 0.23508 -2.44528 0.2 0.2 0.1
C 2.41468 1.03492 -1.53373 0.1 0.1 -0.1
H -0.35017 2.67409 2.11657 0.0 0.0 0.0
H 0.60290 1.33667 2.79839 0.0 0.0 0.0
H -1.12786 1.12758 2.50637 0.0 0.0 0.0
H -1.18626 3.55382 -0.00819 0.0 0.0 0.0
H -2.83583 4.52468 -1.54414 0.0 0.0 0.0
H -3.86832 3.13892 -3.31154 0.0 0.0 0.0
H -3.21573 0.76496 -3.55837 0.0 0.0 0.0
H -1.55975 -0.21845 -2.04797 0.0 -0.1 0.0
H 2.37431 2.35671 1.61530 0.0 0.0 0.0
H 4.62045 3.12202 0.90847 -0.1 0.0 0.0
H 5.46925 2.56581 -1.32431 -0.1 0.0 0.0
H 5.17164 1.48314 -3.51122 0.0 0.0 0.0
H 3.83672 0.10616 -5.04320 0.0 0.0 0.0
H 1.58310 -0.69038 -4.36132 0.0 0.0 0.0
H 0.69449 -0.11116 -2.16098 -0.3 0.0 0.0
```
Forces are in eV/Å.

Results
Kohn-Sham gap (alpha / beta) ... 0.224 / 0.239 Ha
Expectation value of S² ... 0.807
Total energy ... -5128.01096 Ha
Charge ... +2
Multiplicity ... 2
LUMO energy (alpha / beta) ... -0.270 / -0.255 Ha
M ... 850.94 g/mol
HOMO (alpha / beta) ... -13.46 / -13.44 eV

---

Record 2
The following is a quantum chemistry calculation of 2 unconnected molecules or ions with the total composition C6H6N2O in a non-equilibrium geometry, from the Open Molecules 2025 dataset.

XYZ file:
```
15
Properties=species:S:1:pos:R:3:forces:R:3
C -2.23312 -0.15689 -0.37652 -0.9 -0.6 -0.5
C 1.35921 1.06668 -0.69506 1.9 0.3 1.6
C 2.04430 -0.03923 -0.04989 -1.9 0.8 -1.1
C 0.00678 1.08157 -0.77565 -1.8 0.0 -1.4
C 1.29357 -1.11544 0.27056 0.0 -1.4 0.1
C -0.79056 -0.07643 -0.38157 1.5 1.5 1.0
N -3.33854 -0.38484 -0.68028 1.2 0.4 0.0
N -0.06370 -1.14173 0.00129 -2.1 -2.7 1.8
O -1.69042 0.09989 1.63359 0.9 -0.4 -0.6
H 2.03681 1.96260 -0.87423 -1.4 -1.1 -0.3
H 3.08955 0.00076 0.09241 0.8 -0.1 0.2
H -0.52877 1.90945 -1.30221 0.5 -0.7 0.9
H 1.74280 -2.05898 0.68371 -0.8 1.1 -0.4
H -0.71988 -1.95997 0.44763 2.4 2.6 -1.4
H -2.20804 0.81256 2.00623 -0.3 0.3 0.0
```
Forces are in eV/Å.

Results
Kohn-Sham gap (alpha / beta) ... 0.277 / 0.277 Ha
Total energy ... -416.85565 Ha
Charge ... 0
Multiplicity ... 1
LUMO energy (alpha / beta) ... -0.022 / -0.022 Ha
M ... 122.13 g/mol
HOMO (alpha / beta) ... -8.14 / -8.14 eV

---

Record 3
The following is a quantum chemistry calculation of a gas-phase ion, C5H8N (charge +1) in a non-equilibrium geometry, from the Open Molecules 2025 dataset.

XYZ file:
```
14
Properties=species:S:1:pos:R:3:forces:R:3
C 1.87050 0.75846 0.18211 0.2 -0.7 0.9
C 1.36603 -0.04045 -0.66864 -2.3 -0.2 -0.2
C -0.41266 0.50421 1.53845 1.2 -0.1 3.6
C 0.53041 -0.46757 -1.79748 0.1 -0.2 -1.3
C 0.02657 -0.79449 -0.47106 -0.3 -1.2 1.0
N -0.93437 0.02144 0.33203 1.2 3.2 -3.7
H 2.85598 1.04510 0.47227 0.1 1.0 0.2
H -0.11851 -0.34095 2.20476 -0.2 1.2 -0.3
H -0.89177 1.44214 1.93612 0.7 -1.3 -0.4
H -0.10668 0.12762 -2.46193 1.0 0.3 -0.1
H 0.97275 -1.39110 -2.16881 -0.5 0.2 -0.8
H -0.09378 -1.87125 -0.36415 0.2 0.3 1.0
H -1.85681 -0.32947 0.36049 -1.4 -1.3 0.3
H -1.06873 0.95572 -0.16105 0.0 -1.4 -0.2
```
Forces are in eV/Å.

Results
Kohn-Sham gap (alpha / beta) ... 0.279 / 0.339 Ha
Total energy ... -249.55001 Ha
Charge ... +1
Multiplicity ... 1
LUMO energy (alpha / beta) ... -0.185 / -0.165 Ha
M ... 82.13 g/mol
HOMO (alpha / beta) ... -12.61 / -13.71 eV

---

Record 4
The following is a quantum chemistry calculation of 14 unconnected molecules or ions with the total composition C14H56N28O14 in a non-equilibrium geometry, from the Open Molecules 2025 dataset.

XYZ file:
```
112
Properties=species:S:1:pos:R:3:forces:R:3
C -1.17875 2.40124 1.92290 0.0 -3.2 2.6
O -1.70474 1.28521 2.13977 -0.3 -0.9 -1.0
N -1.76065 3.40492 1.43564 -3.8 3.4 -2.9
N -0.00461 2.68454 2.38817 3.9 0.4 1.3
H -1.37945 4.33978 1.46431 -0.2 -0.3 -0.3
H -2.62561 3.20645 0.95340 -0.6 0.7 0.1
H 0.28887 3.65089 2.40032 0.4 -0.5 -0.2
H 0.63844 1.92246 2.54884 0.0 0.1 0.5
C 2.10788 -3.81177 -1.54645 -1.5 -2.7 -3.9
O 3.18691 -4.35265 -1.66676 4.5 -2.2 -1.3
N 1.85846 -3.01199 -0.68131 0.0 5.4 6.6
N 1.11087 -4.02454 -2.33456 -1.5 -2.1 -3.3
H 0.94787 -2.58781 -0.78618 0.8 1.4 1.1
H 2.76204 -2.69103 -0.36411 -0.8 1.5 1.9
H 1.37512 -4.38719 -3.23941 -1.0 -0.1 -0.1
H 0.23184 -3.63256 -2.02836 -0.3 -0.5 -1.0
C -4.39997 -2.00273 0.69572 5.4 -0.7 -0.3
O -3.33996 -2.57786 0.39767 0.4 0.0 0.6
N -4.47862 -0.91230 1.36810 1.2 3.9 2.6
N -5.50764 -2.39581 0.28314 -7.3 -3.8 -2.9
H -3.62245 -0.63532 1.82672 -0.6 0.4 -0.2
H -5.34758 -0.40917 1.47705 0.4 -0.2 0.6
H -6.36927 -1.90649 0.47876 0.2 -0.1 0.2
H -5.63027 -3.39552 0.20805 0.1 0.1 -0.6
C 3.09335 3.30413 0.06425 0.2 0.0 1.5
O 3.45833 2.18983 -0.05709 2.0 -5.3 0.0
N 3.92903 4.23526 0.50844 1.2 2.2 0.0
N 1.82039 3.58167 0.04730 -3.4 2.3 -0.8
H 3.85016 5.10500 0.00106 0.5 0.4 0.6
H 4.83443 3.86511 0.76014 0.2 0.5 -0.7
H 1.13925 2.83824 0.10612 0.3 -0.1 -0.8
H 1.63479 4.36495 -0.56273 -1.0 0.1 0.3
C 0.95717 0.02988 4.28176 -1.8 -0.6 4.9
O 0.96905 0.16429 3.12780 0.7 0.8 -6.7
N -0.08494 0.30103 5.07197 -1.4 0.9 1.1
N 1.89685 -0.55435 4.99070 3.8 -1.7 1.9
H 0.13434 0.39486 6.05341 -0.6 0.1 -0.2
H -0.94442 0.69205 4.71349 0.2 0.0 0.0
H 1.74605 -1.00311 5.88288 -0.4 0.4 -0.1
H 2.84369 -0.70042 4.67094 -0.4 0.0 -0.7
C -4.13177 2.40390 -0.85014 0.1 0.0 -1.6
O -4.45348 3.20307 -0.02517 -0.8 1.7 3.2
N -3.54679 2.76023 -1.97083 1.5 1.1 -2.4
N -4.34391 1.09492 -0.77848 -0.8 -1.8 1.3
H -3.32472 3.72765 -2.15756 -0.3 -0.2 0.3
H -3.05147 2.03172 -2.46483 0.0 0.1 -0.5
H -4.29431 0.47349 -1.57312 0.1 0.2 0.3
H -4.69841 0.81494 0.12487 0.1 -0.4 -0.7
C -0.63676 -3.55836 2.98980 0.0 1.1 0.6
O -1.13750 -4.58758 3.21469 -2.2 -5.0 0.4
N -0.89289 -2.73016 2.03898 -1.3 3.4 -4.9
N 0.22072 -2.99965 3.78828 3.7 1.0 4.0
H -1.69182 -2.78748 1.42374 -0.3 -0.3 0.0
H -0.47533 -1.81672 2.14561 -0.3 -0.1 -0.4
H 0.44263 -3.54481 4.60905 0.2 0.4 -0.1
H 0.57513 -2.06447 3.64715 0.1 -0.7 0.3
C 0.64695 3.07841 -3.39381 -1.0 -2.3 2.1
O 0.59812 4.07053 -3.98264 -0.6 6.1 -3.1
N -0.24351 2.70639 -2.44841 -0.8 -0.6 1.5
N 1.61504 2.21383 -3.57463 2.0 -2.4 0.0
H -0.09712 1.78924 -2.05152 -0.6 0.2 -0.1
H -1.14959 3.14513 -2.36697 0.4 -0.2 -0.2
H 1.38837 1.26605 -3.30925 1.0 -0.1 -0.3
H 2.34736 2.50115 -4.20808 -0.1 -0.6 0.0
C -2.69408 0.45081 -4.38244 1.2 1.1 0.3
O -2.44268 0.69287 -3.22788 0.5 -0.6 2.7
N -1.79028 0.37890 -5.31405 3.2 -0.4 -2.6
N -3.86891 0.38685 -4.90102 -4.8 -0.6 -1.2
H -0.83322 0.66839 -5.17147 -0.3 -0.2 0.1
H -2.08003 0.12948 -6.24889 0.6 0.1 0.2
H -4.70253 0.35271 -4.33179 0.2 0.1 -0.3
H -3.93879 0.42256 -5.90797 -0.6 -0.1 0.4
C 1.59105 -1.51756 -5.17598 1.8 -1.0 -1.8
O 2.30081 -1.54137 -6.13719 1.3 -0.1 -3.3
N 0.36697 -1.98184 -5.18175 -3.3 -1.3 -0.9
N 2.05542 -1.14285 -4.04490 0.0 1.2 4.5
H 0.16250 -2.38996 -6.08271 -0.6 -0.1 0.3
H -0.19738 -2.16557 -4.36452 0.1 0.1 -0.3
H 2.99508 -0.78216 -3.96108 0.0 0.4 0.1
H 1.25686 -0.92424 -3.46645 1.0 0.5 1.5
C -0.01037 -0.21234 -0.82990 2.4 0.0 2.4
O 0.29593 -0.45541 -1.94578 0.4 -1.1 -6.1
N -1.17778 -0.15591 -0.32720 -4.9 -0.3 0.3
N 0.94897 -0.04438 0.05580 1.1 0.6 2.3
H -1.35375 -0.12392 0.66684 -0.2 0.4 -0.2
H -1.93326 -0.37637 -0.96024 -0.2 0.1 0.3
H 0.56850 0.03268 0.98822 1.4 0.3 0.5
H 1.91850 -0.00510 -0.22451 -0.2 0.0 0.4
C 4.26237 -0.82613 2.30185 -0.6 -0.9 1.3
O 3.79927 -1.46957 1.40556 -0.8 -1.5 -2.7
N 4.52803 -1.33994 3.48332 0.6 -2.7 3.0
N 4.45584 0.43915 2.37874 0.6 4.7 -1.2
H 5.13221 -0.81054 4.09553 0.1 -0.8 0.1
H 4.41999 -2.34021 3.57205 0.4 0.1 0.3
H 4.23958 1.02577 1.58551 0.0 0.4 0.1
H 4.64090 0.81327 3.29847 -0.1 0.5 -0.7
C 4.72798 -0.65013 -2.18979 -1.0 2.0 -0.8
O 4.73147 0.07378 -3.21704 0.2 -2.0 1.3
N 5.10980 -1.94131 -2.11954 0.6 -0.4 -2.0
N 4.22334 -0.26322 -1.03473 -1.1 1.8 1.5
H 5.61302 -2.07366 -2.98519 0.5 -1.6 0.3
H 5.15046 -2.45377 -1.25015 0.5 0.0 -0.4
H 4.45161 -0.65029 -0.13020 -0.1 -0.5 -0.2
H 3.83679 0.66753 -0.96854 0.2 0.3 -0.2
C -3.94075 -0.16198 4.74628 -3.7 -0.8 3.5
O -4.69809 -0.48543 5.63147 -0.5 -0.6 1.5
N -3.85787 0.94249 4.16773 -1.3 9.2 -3.0
N -3.08777 -0.86064 4.14417 4.6 -7.2 -1.4
H -4.44779 1.73430 4.38014 0.0 -0.3 -0.1
H -3.34486 0.91152 3.29826 -0.3 1.7 0.2
H -2.57577 -0.43257 3.38607 0.9 -1.2 0.7
H -2.90903 -1.70537 4.66818 0.8 -0.5 -1.1
```
Forces are in eV/Å.

Results
Kohn-Sham gap (alpha / beta) ... 0.338 / 0.122 Ha
Expectation value of S² ... 0.759
Total energy ... -3153.56293 Ha
Charge ... +1
Multiplicity ... 2
LUMO energy (alpha / beta) ... -0.078 / -0.294 Ha
M ... 840.78 g/mol
HOMO (alpha / beta) ... -11.31 / -11.31 eV